# 1
2 unconnected molecules or ions with the total composition C5H10O4, computed with ωB97M-V/def2-TZVPD.

Computed properties:
charge = 0
2S+1 = 1
SMILES = CCC(=O)O.COC=O
frontier orbital gap = 10.8 eV
E_tot = -497.4482 Ha

Each line ends with the Löwdin charge.
Element x y z (Å)
C -0.09640 0.54129 1.60905  -0.13
C 0.01886 1.97922 1.26230  -0.12
C 0.92412 -0.42140 0.75797  -0.53
O 2.13094 0.15472 0.62630  0.10
O 0.76804 -1.61643 0.69111  0.07
H 2.79091 -0.51823 0.38828  0.14
H 0.21560 0.31208 2.62832  0.12
H -1.07828 0.12468 1.39224  0.11
H 0.09597 2.01022 0.08806  0.08
H -0.87833 2.54011 1.51090  0.07
H 0.92860 2.43024 1.64772  0.07
C -1.36886 -1.76316 -1.52200  -0.05
C 0.03509 0.14026 -1.55056  -0.37
O -1.17859 -0.36438 -1.33547  -0.05
O 0.23342 1.34398 -1.48561  0.04
H 0.75769 -0.55583 -2.01494  0.16
H -1.01717 -2.30610 -0.64284  0.08
H -2.43980 -1.91613 -1.63810  0.10
H -0.84181 -2.11513 -2.41275  0.09

=====

# 2
A molecular structure, C5H10OPTm, computed with ωB97M-V/def2-TZVPD.

Computed properties:
charge = 0
2S+1 = 3
⟨S²⟩ = 2.012
frontier orbital gap (spin up / spin down) = 4.9 / 5.6 eV
E_tot = -1698.0979 Ha

Each line ends with the Mulliken spin population.
Element x y z (Å)
C -0.63816 0.48276 -1.25032  0.01
C -1.36160 1.68890 -1.46660  -0.01
C -0.44006 2.76548 -1.32675  0.02
C 0.84614 2.25211 -1.08714  0.00
C 0.74354 0.82045 -0.95731  0.01
Tm 0.37645 -1.30353 1.46520  1.95
P -0.18215 -3.84050 0.76035  0.01
H -0.94351 -0.56183 -1.45038  0.00
H -2.40425 1.75779 -1.77925  0.00
H -0.69117 3.81459 -1.46036  0.00
H 1.54556 0.07136 -0.96680  0.02
H 1.79796 2.80762 -1.08812  0.00
H 0.87862 -4.69787 0.28404  0.01
H -1.26077 -4.56821 0.15210  0.03
H -0.29871 -4.41970 2.06247  0.01
O 0.60388 0.62657 2.55543  -0.08
H 0.66184 1.46193 2.06437  0.01
H 0.76639 0.84208 3.48906  0.02

=====

# 3
2 unconnected molecules or ions with the total composition C5H10OS, computed with ωB97M-V/def2-TZVPD.

Computed properties:
charge = 0
2S+1 = 1
frontier orbital gap = 8.9 eV
E_tot = -669.8327 Ha

Each line ends with the Löwdin charge.
Element x y z (Å)
C -0.48567 0.21676 -1.13341  0.01
C 3.01122 0.92794 -0.30542  -0.32
C -1.35231 -0.42512 -0.32910  -0.43
C -1.74817 0.27187 0.94132  -0.07
C -1.96092 -1.74955 -0.63685  -0.07
O 4.48190 -1.00213 -0.06215  -0.59
S 3.90796 0.07428 0.74365  0.87
H -0.12995 1.13080 -0.82677  0.01
H -0.22040 0.03288 -2.21299  0.08
H 2.74728 1.89410 0.11109  0.00
H 2.88378 0.63603 -1.34337  0.04
H -1.00993 -0.11720 1.73936  0.11
H -2.73430 0.04135 1.25195  0.06
H -1.50678 1.31119 0.96396  0.06
H -1.55296 -2.50297 0.05394  0.09
H -1.61341 -1.93176 -1.63597  0.07
H -3.05260 -1.70613 -0.50187  0.09

=====

Relative energy (zero: lowest compared OMol25 entry of this formula, charge and spin), record by record: 37.7 0.0 65.1 kcal/mol